# 1
Density functional theory data (wB97M-V/def2-TZVPD) for a cluster of 2 separate species, CH2FNOS in total in a non-equilibrium geometry.

Results
Net charge: 0
Relative energy (zero: lowest compared OMol25 entry of this formula, charge and spin) in kJ/mol: 205.1
LUMO in eV: -0.866

Structure (XYZ):
```
7
Properties=species:S:1:pos:R:3:forces:R:3:mulliken_charge:R:1
H -0.923049 -1.327477 0.220496 5.25 2.22 -1.02 0.3712
O 2.615373 -1.070617 -0.250140 -1.86 -1.17 1.19 -0.5003
F 1.311568 -2.175480 1.250145 0.25 -0.15 -0.36 -0.2091
C 1.523362 -1.354552 0.212661 1.70 1.53 -0.98 0.6496
S 0.257331 0.394798 -1.424508 -0.04 -0.32 0.28 -0.0538
H -0.618221 -0.359678 -2.096860 0.11 0.09 -0.40 0.1360
N 0.378051 -0.725950 -0.143692 -5.40 -2.20 1.28 -0.3936
```
Positions in Å, forces in eV/Å.


# 2
Density functional theory data (wB97M-V/def2-TZVPD) for a cluster of 2 separate species, CH2FO2S in total in a non-equilibrium geometry.

Results
Net charge: -1
Relative energy (zero: lowest compared OMol25 entry of this formula, charge and spin) in kJ/mol: 206.9
LUMO (alpha / beta) in eV: 2.458 / 2.457

Structure (XYZ):
```
7
Properties=species:S:1:pos:R:3:forces:R:3:mulliken_charge:R:1
S -0.215164 0.688868 -0.207216 -0.11 -3.24 -1.84 0.9583
F 1.058835 0.814902 2.318050 -0.46 0.01 -1.13 -0.8313
H -0.445679 -1.527782 0.413352 0.03 0.01 -0.37 0.2432
O 0.329167 1.406319 -1.322496 1.21 0.88 0.29 -0.5184
H 0.926170 -1.455158 -0.894170 -2.58 1.39 0.90 0.1972
C -0.154517 -1.039763 -0.529854 2.64 0.41 0.77 -0.5707
O -1.498812 1.112613 0.222334 -0.72 0.53 1.38 -0.4783
```
Positions in Å, forces in eV/Å.


# 3
Density functional theory data (wB97M-V/def2-TZVPD) for a cluster of 2 separate species, CH2FO3S2 in total in a non-equilibrium geometry.

Results
Net charge: -1
Relative energy (zero: lowest compared OMol25 entry of this formula, charge and spin) in kJ/mol: 236.5
LUMO (alpha / beta) in eV: 3.478 / 2.011

Structure (XYZ):
```
9
Properties=species:S:1:pos:R:3:forces:R:3:mulliken_charge:R:1
H -1.273687 0.479167 -0.478065 0.00 0.08 -0.11 0.3192
O 2.638275 -0.141410 -1.028101 -0.18 0.21 0.16 -0.5911
S 1.763101 0.370265 0.013295 0.09 -0.17 0.08 1.0444
F -2.667208 -0.996813 -0.872871 -0.26 -0.15 -0.23 -0.2175
H -2.291071 -0.246626 0.978093 -0.16 0.02 0.22 0.3337
O 2.446735 0.841548 1.205242 -0.08 0.04 -0.24 -0.5907
S 0.711864 -1.363775 0.694051 -0.61 0.30 -0.19 -0.2912
C -2.013767 -0.179847 -0.054714 0.97 -0.24 0.27 -0.3774
O 0.685758 1.237487 -0.456926 0.23 -0.08 0.04 -0.6294
```
Positions in Å, forces in eV/Å.


# 4
Density functional theory data (wB97M-V/def2-TZVPD) for a cluster of 2 separate species, CH2FO3S3 in total in a non-equilibrium geometry.

Results
Net charge: -1
Relative energy (zero: lowest compared OMol25 entry of this formula, charge and spin) in kJ/mol: 24.3
LUMO in eV: 3.362

Structure (XYZ):
```
10
Properties=species:S:1:pos:R:3:forces:R:3:mulliken_charge:R:1
O 2.208193 -1.946663 0.140059 0.98 -0.27 -0.22 -0.5811
S -1.070768 1.048510 0.787532 0.07 0.56 0.30 -0.4997
O 2.169989 0.283872 1.143390 0.38 -0.78 -0.50 -0.4575
H 0.427897 0.309033 -1.318491 -0.58 0.19 0.30 0.3409
C -2.255225 0.293943 -0.096283 -0.09 0.39 -0.14 0.2241
F -1.773336 -0.503522 -1.118199 -0.02 -0.09 0.01 -0.2141
O 1.290411 -0.097377 -1.196723 0.96 -0.62 0.48 -0.4614
S -3.883858 0.447564 0.008264 -0.32 -0.29 -0.10 -0.3980
S 1.302336 -0.844866 0.279912 -0.88 0.71 -0.07 0.7293
H 1.584357 1.009510 1.370537 -0.50 0.22 -0.06 0.3175
```
Positions in Å, forces in eV/Å.


# 5
Density functional theory data (wB97M-V/def2-TZVPD) for an isolated molecule of CH2FOPS in a non-equilibrium geometry.

Results
Net charge: 0
SMILES: C=P#S(=O)F
Relative energy (zero: lowest compared OMol25 entry of this formula, charge and spin) in kJ/mol: 227.3
LUMO in eV: -0.799

Structure (XYZ):
```
7
Properties=species:S:1:pos:R:3:forces:R:3:mulliken_charge:R:1
H 0.953168 -0.949542 -0.415347 -0.68 0.03 -0.07 0.2849
C 0.532646 -0.262903 0.323136 0.41 -1.91 1.95 -0.4183
P -0.179361 -0.889395 1.728702 0.49 0.66 -1.10 0.0561
F -1.878721 0.920976 3.209839 1.42 0.36 -0.52 -0.2823
H 0.973387 0.702741 0.323221 -0.14 0.91 -0.27 0.2961
S -0.230140 1.138179 2.801514 -1.01 -0.50 -1.64 0.5502
O -0.065201 1.974403 1.595141 -0.49 0.45 1.65 -0.4867
```
Positions in Å, forces in eV/Å.


# 6
Density functional theory data (wB97M-V/def2-TZVPD) for a cluster of 2 separate species, CH2FPS in total in a non-equilibrium geometry.

Results
Net charge: 0
Relative energy (zero: lowest compared OMol25 entry of this formula, charge and spin) in kJ/mol: 188.7
LUMO in eV: -0.319

Structure (XYZ):
```
6
Properties=species:S:1:pos:R:3:forces:R:3:mulliken_charge:R:1
H 1.597240 1.154856 -0.525704 1.17 0.05 1.22 0.3978
P -0.136543 -0.586353 2.171626 0.30 -0.13 -0.43 -0.0610
C -1.196728 -0.742191 0.937620 0.94 0.43 0.10 -0.0430
S -2.308895 -0.608524 2.302533 -0.89 -0.07 0.03 -0.2471
H -1.249583 -0.725294 -0.144859 -0.34 -0.23 0.28 0.3508
F 2.264341 1.165284 0.158947 -1.18 -0.06 -1.20 -0.3974
```
Positions in Å, forces in eV/Å.


# 7
Density functional theory data (wB97M-V/def2-TZVPD) for a structure of composition CH2HgO3 in a non-equilibrium geometry.

Results
2S+1: 2
Expectation value of S²: 0.752
Net charge: +1
LUMO (alpha / beta) in eV: -4.149 / -7.784

Structure (XYZ):
```
7
Properties=species:S:1:pos:R:3:forces:R:3:lowdin_spin:R:1
H 1.836927 -0.188723 0.249451 0.26 0.16 0.14 0.0007
O -0.331090 0.021794 -1.573298 -0.23 -0.15 0.92 0.0117
O 1.240891 0.492193 -0.094268 0.88 -0.65 -0.50 0.0087
H -1.309925 -0.053713 -1.597585 0.44 -0.17 -0.23 0.0010
O -0.749468 -0.166008 0.601378 -1.22 -1.04 -0.53 0.2242
Hg -0.725770 -0.119720 2.726986 0.04 0.09 1.29 0.7297
C 0.038436 0.014177 -0.312663 -0.18 1.76 -1.08 0.0241
```
Positions in Å, forces in eV/Å.


# 8
Density functional theory data (wB97M-V/def2-TZVPD) for an isolated molecule of CH2I2S in a non-equilibrium geometry.

Results
Net charge: 0
SMILES: ICSI
Relative energy (zero: lowest compared OMol25 entry of this formula, charge and spin) in kJ/mol: 36.0
LUMO in eV: -0.583

Structure (XYZ):
```
6
Properties=species:S:1:pos:R:3:forces:R:3:mulliken_charge:R:1
H 0.509325 -0.616894 0.339594 0.04 -0.06 0.04 0.3527
I 1.529771 0.423532 -1.935045 -0.18 0.03 0.29 0.1226
H -0.591150 0.706817 -0.271758 0.01 -0.12 -0.12 0.3675
S 1.219710 1.764814 1.287669 -0.90 -1.79 -2.04 -0.1296
C 0.418662 0.339362 -0.151766 1.11 2.04 1.83 -0.7823
I 1.083328 0.533476 3.292429 -0.07 -0.09 0.01 0.0692
```
Positions in Å, forces in eV/Å.


# 9
Density functional theory data (wB97M-V/def2-TZVPD) for a cluster of 2 separate species, CH2IN in total in a non-equilibrium geometry.

Results
Net charge: 0
Relative energy (zero: lowest compared OMol25 entry of this formula, charge and spin) in kJ/mol: 144.8
LUMO (alpha / beta) in eV: -1.652 / -2.007

Structure (XYZ):
```
5
Properties=species:S:1:pos:R:3:forces:R:3:mulliken_charge:R:1
C 0.524928 0.133026 -0.199600 -2.06 -0.12 1.30 -0.1245
N 0.037589 -0.661742 -0.923648 -1.55 -1.21 -0.38 -0.2602
H -0.879560 -1.118136 -0.834988 0.52 0.28 -0.07 0.3335
I -1.119196 1.047465 2.222337 1.07 -0.52 -1.47 -0.2857
H 1.436239 0.599387 -0.264101 2.01 1.57 0.62 0.3370
```
Positions in Å, forces in eV/Å.


# 10
Density functional theory data (wB97M-V/def2-TZVPD) for a cluster of 2 separate species, CH2IN in total.

Results
Net charge: 0
Relative energy (zero: lowest compared OMol25 entry of this formula, charge and spin) in kJ/mol: 53.1
LUMO in eV: 0.503

Structure (XYZ):
```
5
Properties=species:S:1:pos:R:3:forces:R:3:mulliken_charge:R:1
H 0.772225 -1.503806 -0.539239 -0.10 -0.18 0.03 0.3030
N 1.459768 -0.789691 -0.604349 0.08 0.26 -0.06 -0.1280
H -2.900975 1.353594 0.652146 0.26 -0.13 0.12 0.1022
C 2.155621 0.134799 -0.729614 0.03 -0.08 0.03 -0.1699
I -1.486639 0.805104 1.221056 -0.28 0.13 -0.11 -0.1074
```
Positions in Å, forces in eV/Å.


Number 1: total energy -18157.399 eV. Number 2: total energy -18714.850 eV. Number 3: total energy -31598.933 eV. Number 4: total energy -42436.816 eV. Number 5: total energy -25956.154 eV. Number 6: total energy -23908.784 eV. Number 7: total energy -11378.379 eV. Number 8: total energy -28105.092 eV. Number 9: total energy -10657.666 eV. Number 10: total energy -10658.616 eV.